# 1
{"formula": "C4H15N3S", "method": "ωB97M-V with the def2-TZVPD basis set", "e_lumo_ev": 0.80, "energy_ev": -19696.187, "orbital_gap_ev": 9.802, "species": ["N", "C", "C", "N", "H", "H", "H", "H", "H", "H", "H", "H", "N", "C", "C", "S", "H", "H", "H", "H", "H", "H", "H"], "positions_angstrom": [[3.08, 0.21, -1.95], [1.89, 0.52, -1.10], [1.02, 1.60, -1.79], [-0.13, 1.77, -0.86], [2.73, -0.26, -2.80], [3.69, -0.49, -1.51], [2.18, 0.94, -0.11], [1.24, -0.35, -0.92], [1.57, 2.55, -1.83], [0.74, 1.33, -2.83], [-0.71, 2.55, -1.18], [-0.72, 0.94, -0.93], [-2.37, 1.15, 1.62], [-2.11, -0.13, 1.00], [-0.70, -0.60, 1.50], [-0.31, -2.27, 0.81], [-3.26, 1.61, 1.28], [-2.45, 1.03, 2.62], [-2.17, -0.07, -0.10], [-2.85, -0.88, 1.32], [0.05, 0.16, 1.22], [-0.74, -0.71, 2.58], [1.03, -2.25, 0.92]], "lowdin_charge": [-0.03, -0.30, -0.28, -0.02, 0.06, 0.06, 0.12, 0.07, 0.11, 0.10, 0.08, 0.03, -0.03, -0.38, -0.55, 0.66, 0.09, 0.06, 0.09, 0.10, 0.05, 0.05, -0.16]}

***

# 2
{"formula": "C25H34NO2S2Ta", "method": "ωB97M-V with the def2-TZVPD basis set", "charge": 2, "e_lumo_ev": -8.51, "energy_ev": -55271.286, "orbital_gap_ev": 6.363, "species": ["Ta", "C", "C", "C", "C", "C", "C", "C", "C", "C", "C", "C", "C", "C", "C", "C", "C", "C", "H", "H", "H", "H", "H", "H", "H", "H", "H", "H", "H", "H", "H", "H", "H", "H", "H", "H", "H", "H", "H", "H", "H", "H", "H", "H", "H", "H", "H", "S", "C", "N", "C", "C", "C", "C", "C", "C", "S", "H", "H", "H", "H", "O", "C", "O", "H"], "positions_angstrom": [[0.20, -0.15, 0.38], [0.44, -1.31, 2.17], [-0.63, -0.36, 2.48], [-1.84, -0.92, 1.96], [-1.48, -2.17, 1.35], [-0.14, -2.46, 1.52], [0.58, -3.75, 1.21], [0.11, -4.35, -0.12], [2.09, -3.58, 1.23], [0.18, -4.70, 2.35], [-3.28, -0.43, 1.98], [-3.43, 0.98, 1.41], [-4.19, -1.38, 1.19], [-3.76, -0.48, 3.45], [-0.27, 0.73, 3.53], [-0.38, 0.03, 4.90], [-1.11, 2.01, 3.55], [1.20, 1.16, 3.34], [1.37, -1.34, 2.73], [-2.18, -2.80, 0.83], [0.37, -3.72, -0.97], [-0.96, -4.53, -0.13], [0.60, -5.32, -0.27], [2.43, -2.86, 0.49], [2.57, -4.53, 0.98], [2.46, -3.28, 2.21], [-0.90, -4.87, 2.38], [0.49, -4.31, 3.32], [0.66, -5.66, 2.20], [-3.29, 0.99, 0.32], [-2.76, 1.70, 1.85], [-4.45, 1.31, 1.59], [-3.91, -1.45, 0.14], [-5.21, -0.98, 1.22], [-4.22, -2.38, 1.62], [-3.31, 0.28, 4.07], [-3.56, -1.45, 3.89], [-4.84, -0.33, 3.46], [-1.40, -0.26, 5.12], [-0.04, 0.71, 5.68], [0.24, -0.86, 4.95], [-2.16, 1.84, 3.74], [-1.02, 2.60, 2.64], [-0.74, 2.62, 4.38], [1.93, 0.39, 3.59], [1.41, 2.03, 3.96], [1.42, 1.50, 2.32], [-1.53, -0.72, -1.22], [-0.07, -1.20, -2.02], [1.01, -1.26, -1.23], [2.18, -1.44, -1.97], [3.49, -1.47, -1.49], [4.50, -1.70, -2.40], [4.23, -1.90, -3.76], [2.94, -1.86, -4.25], [1.92, -1.60, -3.34], [0.21, -1.42, -3.68], [3.71, -1.33, -0.44], [5.52, -1.73, -2.06], [5.05, -2.08, -4.44], [2.74, -2.00, -5.30], [1.42, 1.30, -0.43], [0.57, 2.22, -0.20], [-0.45, 1.86, 0.44], [0.74, 3.25, -0.54]], "lowdin_charge": [1.84, -0.21, -0.25, -0.13, -0.03, -0.21, -0.54, -0.01, -0.02, -0.01, -0.52, -0.03, -0.05, -0.01, -0.51, 0.00, -0.04, -0.03, 0.13, 0.12, 0.07, 0.09, 0.11, 0.05, 0.11, 0.09, 0.10, 0.10, 0.10, 0.07, 0.05, 0.11, 0.06, 0.11, 0.10, 0.06, 0.10, 0.11, 0.09, 0.11, 0.10, 0.07, 0.08, 0.10, 0.09, 0.11, 0.06, 0.79, -1.03, -0.17, -0.29, -0.02, -0.03, -0.03, -0.05, -0.42, 1.19, 0.11, 0.12, 0.13, 0.13, -0.09, -0.33, -0.10, 0.19]}

***

# 3
{"formula": "C15H25Cl2FeGeO2Si", "method": "ωB97M-V with the def2-TZVPD basis set", "e_lumo_ev": [-1.30, -0.58], "energy_ev": -143879.798, "orbital_gap_ev": [7.183, 7.911], "multiplicity": 2, "s2": 1.08, "species": ["Fe", "Cl", "C", "C", "C", "Cl", "C", "O", "C", "C", "O", "C", "H", "H", "H", "C", "Ge", "C", "C", "C", "H", "H", "H", "H", "H", "H", "H", "H", "H", "H", "H", "C", "Si", "C", "C", "C", "H", "H", "H", "H", "H", "H", "H", "H", "H", "H", "H"], "positions_angstrom": [[0.08, 0.37, 0.58], [-5.36, 3.90, -2.92], [-3.90, 3.23, -2.25], [-2.66, 3.61, -2.78], [-1.50, 3.09, -2.28], [0.02, 3.56, -2.95], [-1.49, 2.15, -1.20], [-0.38, 1.68, -0.78], [-2.77, 1.81, -0.67], [-2.89, 0.92, 0.42], [-1.97, 0.31, 0.98], [-3.96, 2.36, -1.21], [-2.61, 4.32, -3.60], [-3.91, 0.76, 0.81], [-4.91, 2.08, -0.78], [3.92, -0.13, 1.21], [2.61, 0.16, 2.62], [1.64, -1.48, 3.12], [3.58, 0.83, 4.19], [1.24, 1.39, 2.01], [4.72, -0.80, 1.54], [4.37, 0.82, 0.93], [3.46, -0.56, 0.32], [2.31, -2.32, 3.30], [0.95, -1.77, 2.32], [1.05, -1.30, 4.02], [4.34, 0.11, 4.49], [2.90, 1.01, 5.03], [4.08, 1.77, 3.94], [1.57, 2.30, 1.51], [0.42, 1.59, 2.71], [0.59, -3.63, -2.19], [-0.26, -2.13, -1.45], [-1.62, -2.74, -0.32], [-1.00, -1.04, -2.79], [1.01, -1.13, -0.51], [-0.11, -4.23, -2.78], [0.98, -4.27, -1.39], [1.42, -3.35, -2.82], [-2.36, -3.33, -0.87], [-2.15, -1.91, 0.16], [-1.22, -3.38, 0.48], [-1.70, -1.59, -3.42], [-0.22, -0.62, -3.42], [-1.54, -0.21, -2.33], [1.62, -0.48, -1.14], [1.63, -1.69, 0.18]], "lowdin_charge": [0.64, 0.66, -0.67, -0.11, -0.57, 0.72, -0.37, -0.12, -0.13, -0.16, -0.05, -0.06, 0.11, 0.14, 0.12, -0.21, 0.73, -0.22, -0.23, -0.26, 0.02, 0.02, -0.01, 0.02, -0.01, 0.02, 0.02, 0.01, 0.02, 0.01, 0.01, -0.19, 0.42, -0.18, -0.16, -0.25, 0.03, 0.03, 0.03, 0.03, 0.00, 0.03, 0.04, 0.04, 0.01, 0.02, -0.01]}

***

# 4
{"formula": "C16H8Cl12Cr2O8", "method": "ωB97M-V with the def2-TZVPD basis set", "e_lumo_ev": [-2.92, -5.11], "energy_ev": -240207.627, "orbital_gap_ev": [3.300, 3.182], "multiplicity": 9, "s2": 20.10, "species": ["Cr", "Cr", "C", "C", "C", "O", "C", "C", "C", "O", "O", "O", "H", "H", "C", "C", "C", "O", "C", "C", "C", "O", "O", "O", "H", "H", "C", "Cl", "Cl", "Cl", "H", "C", "Cl", "Cl", "Cl", "H", "C", "Cl", "Cl", "Cl", "H", "C", "Cl", "Cl", "Cl", "H"], "positions_angstrom": [[1.30, -3.18, 0.88], [-2.03, 2.30, 0.42], [-0.74, -0.55, -1.36], [-0.72, 0.85, -1.27], [0.33, 1.55, -0.39], [0.07, 2.68, 0.08], [1.37, 0.77, 0.14], [1.43, -0.59, -0.07], [0.30, -1.29, -0.85], [0.28, -2.56, -0.72], [2.16, -1.39, 0.60], [-1.70, 1.50, -1.66], [-1.53, -1.05, -1.89], [2.17, 1.19, 0.73], [-0.81, -0.77, 2.43], [-1.12, -2.07, 2.10], [-2.55, -2.41, 1.65], [-2.84, -3.58, 1.50], [-3.48, -1.34, 1.42], [-3.06, -0.05, 1.47], [-1.75, 0.24, 2.22], [-1.40, 1.46, 2.13], [-3.48, 0.94, 0.76], [-0.30, -3.02, 2.32], [0.11, -0.48, 2.92], [-4.44, -1.58, 0.97], [0.67, -0.49, -4.48], [2.02, 0.20, -3.60], [1.19, -1.79, -5.59], [-0.25, 0.71, -5.38], [0.03, -0.96, -3.75], [2.17, 1.95, 3.99], [1.99, 0.34, 4.70], [3.86, 2.43, 4.08], [1.02, 3.15, 4.56], [1.88, 1.83, 2.95], [-2.60, -3.48, -2.64], [-3.57, -2.22, -3.39], [-1.08, -3.79, -3.50], [-3.52, -4.98, -2.54], [-2.34, -3.23, -1.61], [4.19, 4.44, -0.02], [5.58, 4.95, 0.90], [4.47, 4.74, -1.76], [2.72, 5.27, 0.51], [3.98, 3.38, 0.05]], "lowdin_charge": [1.03, 1.09, -0.01, -0.41, -0.38, -0.11, 0.02, -0.36, -0.37, -0.18, -0.15, -0.07, 0.08, 0.12, 0.07, -0.28, -0.22, 0.31, 0.08, -0.27, -0.22, -0.05, -0.05, -0.07, 0.10, 0.14, -1.56, 0.59, 0.50, 0.55, -0.04, -1.56, 0.55, 0.54, 0.56, -0.02, -1.55, 0.57, 0.56, 0.52, -0.02, -1.56, 0.53, 0.50, 0.53, 0.00]}

***

# 5
{"formula": "C2H5Br3NO", "method": "ωB97M-V with the def2-TZVPD basis set", "charge": 1, "e_lumo_ev": -4.76, "energy_ev": -215811.639, "orbital_gap_ev": 9.881, "species": ["C", "C", "N", "O", "Br", "Br", "Br", "H", "H", "H", "H", "H"], "positions_angstrom": [[1.20, -0.02, 0.70], [-0.04, 0.41, -0.15], [-1.46, -0.47, -0.14], [0.19, 0.59, -1.45], [1.22, -2.07, 0.76], [-0.93, 2.05, 0.95], [2.87, 0.50, -0.29], [1.32, 0.45, 1.69], [-1.46, -1.41, -0.51], [-2.17, 0.23, -0.67], [-1.85, -0.66, 0.76], [1.11, 0.42, -1.66]], "lowdin_charge": [-0.92, -0.79, 0.14, -0.01, 0.65, 0.66, 0.76, 0.04, 0.12, 0.20, 0.12, 0.03]}

***

# 6
{"formula": "C2H3N5O", "method": "ωB97M-V with the def2-TZVPD basis set", "e_lumo_ev": -0.49, "energy_ev": -11613.554, "orbital_gap_ev": 10.024, "species": ["C", "C", "H", "H", "H", "N", "N", "N", "N", "N", "O"], "positions_angstrom": [[-1.65, 0.00, -0.25], [1.06, 0.97, 0.59], [-2.72, -0.87, -0.66], [-0.98, -1.90, 0.39], [0.82, 2.18, 0.69], [-0.86, -0.57, 0.66], [0.36, -0.25, 0.47], [2.21, 0.88, -0.10], [2.13, -0.54, -0.65], [1.01, -1.02, -0.43], [-1.38, 1.12, -0.71]], "lowdin_charge": [-0.36, -0.13, 0.21, 0.30, 0.19, -0.02, -0.24, 0.05, 0.00, 0.01, 0.01]}

***

# 7
{"formula": "C9H21N9OOsPSi", "method": "ωB97M-V with the def2-TZVPD basis set", "charge": 1, "e_lumo_ev": [-6.05, -6.14], "energy_ev": -44757.679, "orbital_gap_ev": [6.531, 6.443], "species": ["Os", "N", "C", "N", "N", "N", "N", "C", "N", "N", "N", "N", "H", "C", "Si", "C", "C", "C", "H", "H", "H", "H", "H", "H", "H", "H", "H", "H", "H", "C", "P", "C", "C", "O", "H", "H", "H", "H", "H", "H", "H", "H", "H"], "positions_angstrom": [[0.90, -0.37, 0.22], [-0.82, -0.77, 3.17], [-1.46, -1.09, 2.01], [-2.67, -1.57, 1.91], [-2.85, -1.78, 0.57], [-1.82, -1.44, -0.10], [-0.88, -1.01, 0.80], [0.46, -0.35, 3.21], [1.15, -0.14, 4.29], [2.37, 0.30, 3.85], [2.44, 0.36, 2.59], [1.21, -0.07, 2.09], [-1.30, -0.94, 4.04], [-0.68, 1.77, -1.96], [0.62, 2.54, -0.87], [1.56, 3.83, -1.83], [-0.17, 3.14, 0.69], [1.94, 1.26, -0.30], [-1.42, 2.53, -2.21], [-1.21, 0.94, -1.49], [-0.25, 1.40, -2.90], [0.89, 4.61, -2.20], [2.06, 3.37, -2.69], [2.32, 4.30, -1.21], [-1.02, 3.80, 0.47], [0.53, 3.70, 1.31], [-0.55, 2.30, 1.28], [2.50, 1.72, 0.51], [2.57, 0.93, -1.14], [1.74, -1.86, -4.07], [0.69, -2.19, -2.67], [1.12, -3.78, -2.00], [-1.00, -2.21, -3.21], [0.91, -1.08, -1.61], [1.59, -2.63, -4.83], [2.78, -1.86, -3.76], [1.49, -0.89, -4.50], [1.05, -4.54, -2.78], [0.44, -4.02, -1.19], [2.14, -3.74, -1.62], [-1.15, -3.03, -3.91], [-1.23, -1.26, -3.69], [-1.64, -2.33, -2.33]], "lowdin_charge": [1.56, 0.20, -0.43, 0.10, -0.01, -0.04, -0.17, -0.42, 0.10, 0.01, -0.02, -0.20, 0.18, -0.19, 0.41, -0.17, -0.17, -0.37, 0.05, 0.00, 0.03, 0.04, 0.04, 0.04, 0.05, 0.05, 0.01, 0.02, 0.04, -0.14, 0.63, -0.15, -0.15, -0.55, 0.08, 0.07, 0.07, 0.08, 0.07, 0.07, 0.08, 0.07, 0.04]}